{"formula": "C4H8B6F24Li4O", "method": "ωB97M-V with the def2-TZVPD basis set", "species": ["Li", "Li", "Li", "Li", "B", "F", "F", "F", "F", "B", "F", "F", "F", "F", "B", "F", "F", "F", "F", "B", "F", "F", "F", "F", "B", "F", "F", "F", "F", "B", "F", "F", "F", "F", "C", "C", "C", "O", "C", "H", "H", "H", "H", "H", "H", "H", "H"], "coordinates": [[1.250, 1.238, 0.289], [-2.716, 3.131, 1.403], [-3.677, -2.224, 0.154], [-0.880, 0.283, 3.800], [1.795, 0.638, 3.457], [2.030, 1.131, 2.207], [2.925, 0.304, 4.075], [0.930, 1.463, 4.197], [1.116, -0.539, 3.160], [-2.276, -4.205, 1.132], [-3.058, -5.097, 1.768], [-2.532, -2.990, 1.778], [-0.942, -4.537, 1.206], [-2.683, -4.094, -0.174], [3.016, 0.656, -1.549], [3.412, 0.263, -2.792], [2.419, 1.845, -1.628], [2.170, -0.151, -0.875], [4.163, 0.724, -0.766], [0.712, 3.926, 1.081], [-0.609, 3.518, 1.287], [1.317, 4.400, 2.212], [1.579, 3.001, 0.558], [0.767, 4.879, 0.104], [-2.034, 3.370, 4.017], [-2.813, 4.121, 3.208], [-1.938, 2.156, 3.442], [-0.813, 3.912, 4.134], [-2.579, 3.438, 5.240], [-1.606, 0.111, 0.786], [-2.282, 1.257, 0.556], [-0.265, 0.263, 0.577], [-1.762, -0.156, 2.100], [-1.976, -0.965, 0.053], [-0.379, -1.630, -3.684], [0.481, -1.940, -4.886], [1.797, -1.572, -4.340], [1.803, -2.147, -3.079], [0.476, -2.471, -2.642], [-1.404, -1.988, -3.786], [-0.323, -0.601, -3.329], [0.147, -1.400, -5.772], [0.424, -3.006, -5.106], [1.860, -0.498, -4.514], [2.638, -2.098, -4.792], [0.094, -2.191, -1.660], [0.225, -3.531, -2.608]], "e_tot_ev": -76466.55996, "multiplicity": 2, "charge": -1, "molar_mass_g_mol": 620.695}

=====

{"formula": "C4H8Br2O", "method": "ωB97M-V with the def2-TZVPD basis set", "species": ["C", "C", "C", "C", "O", "Br", "Br", "H", "H", "H", "H", "H", "H", "H", "H"], "coordinates": [[-1.441, 1.062, -2.677], [1.697, -1.165, 1.245], [-1.818, 0.209, -1.483], [1.042, -0.351, 2.286], [-0.946, -0.098, -0.661], [1.770, 1.477, 2.358], [1.271, -1.003, 4.140], [-0.322, 1.255, -2.705], [-2.010, 2.040, -2.488], [-1.614, 0.645, -3.623], [1.938, -0.573, 0.424], [0.936, -1.839, 0.804], [2.491, -1.656, 1.589], [-2.973, 0.184, -1.293], [-0.022, -0.188, 2.082]], "relative_energy_kj_mol": 33.88, "molar_mass_g_mol": 231.915}

=====

{"formula": "C4H8Br2Si", "method": "ωB97M-V with the def2-TZVPD basis set", "species": ["C", "C", "C", "C", "Si", "Br", "Br", "H", "H", "H", "H", "H", "H", "H", "H"], "coordinates": [[-1.216, 1.824, -1.114], [0.163, 1.941, -1.114], [0.831, -2.099, 0.562], [0.277, -0.722, 0.869], [1.077, 0.722, -0.164], [3.120, 1.285, 0.569], [-3.862, -0.977, 0.764], [-1.706, 0.883, -0.806], [-1.702, 2.637, -1.663], [0.702, 2.864, -1.300], [1.743, -2.389, 1.106], [0.076, -2.817, 0.622], [1.061, -1.985, -0.511], [0.089, -0.513, 1.916], [-0.655, -0.653, 0.263]], "relative_energy_kj_mol": 383.21, "molar_mass_g_mol": 244.002}

=====

{"formula": "C4H8Br2Si", "method": "ωB97M-V with the def2-TZVPD basis set", "species": ["C", "C", "C", "C", "Si", "Br", "Br", "H", "H", "H", "H", "H", "H", "H", "H"], "coordinates": [[-0.225, 2.711, -2.686], [0.419, 1.584, -2.445], [0.312, -2.088, 2.069], [0.704, -0.847, 1.355], [-0.679, -0.161, 0.222], [-2.224, -1.792, -0.735], [-2.079, 1.333, 1.178], [0.196, 3.387, -3.308], [-1.064, 3.147, -2.063], [1.315, 1.263, -2.968], [1.167, -2.808, 2.130], [-0.039, -1.857, 3.095], [-0.488, -2.643, 1.469], [1.672, -1.101, 0.651], [1.013, -0.128, 2.038]], "relative_energy_kj_mol": 399.48, "molar_mass_g_mol": 244.002}

=====

{"formula": "C4H8BrI", "method": "ωB97M-V with the def2-TZVPD basis set", "species": ["C", "C", "C", "C", "Br", "I", "H", "H", "H", "H", "H", "H", "H", "H"], "coordinates": [[0.407, 0.297, -1.705], [-0.227, 0.689, 1.509], [0.346, -0.717, -0.559], [-0.587, -0.319, 0.584], [2.153, -0.867, 0.073], [-2.643, -0.176, -0.051], [0.322, 1.379, -1.339], [-0.498, 0.221, -2.263], [1.305, 0.266, -2.317], [0.646, 0.408, 1.967], [-0.305, 1.731, 1.003], [-0.898, 0.720, 2.354], [0.131, -1.588, -1.104], [-0.152, -2.044, 1.848]], "relative_energy_kj_mol": 386.31, "molar_mass_g_mol": 262.916}

=====

{"formula": "C4H8BrNNiO2", "method": "ωB97M-V with the def2-TZVPD basis set", "species": ["C", "C", "Br", "C", "N", "C", "O", "O", "H", "H", "H", "H", "H", "H", "H", "H", "Ni"], "coordinates": [[2.437, -0.044, 0.845], [1.542, 0.511, -0.305], [2.430, -0.162, -1.959], [0.093, -0.067, -0.298], [-0.891, 0.986, 0.013], [-2.157, 0.451, 0.393], [-2.832, 0.967, 1.140], [-2.610, -0.807, -0.155], [1.874, -0.676, 1.521], [3.263, -0.633, 0.437], [2.843, 0.805, 1.386], [1.542, 1.593, -0.338], [-0.116, -0.616, -1.219], [0.032, -0.814, 0.487], [-1.021, 1.619, -0.773], [-2.214, -1.514, 0.378], [-4.215, -1.601, -1.554]], "e_tot_ev": -120925.82787, "multiplicity": 3, "charge": 2, "molar_mass_g_mol": 240.710}

=====

{"formula": "C4H8CeO3", "method": "ωB97M-V with the def2-TZVPD basis set", "species": ["C", "H", "H", "H", "O", "C", "H", "H", "O", "C", "C", "O", "Ce", "H", "H", "H"], "coordinates": [[-0.585, 1.978, 0.526], [0.134, 2.417, -0.177], [-1.090, 2.815, 1.041], [-1.544, 1.470, 0.300], [0.253, 1.413, 1.782], [-0.362, 0.361, 2.551], [0.283, 0.191, 3.433], [-1.411, 0.618, 2.813], [1.253, -2.517, -0.654], [1.139, -2.052, -1.782], [0.254, -0.876, -2.039], [-0.432, -0.499, -0.914], [-0.171, -1.635, 1.057], [1.768, -2.437, -2.605], [-0.405, -1.167, -2.887], [0.917, -0.080, -2.446]], "e_tot_ev": -23339.03881, "multiplicity": 2, "charge": 1, "molar_mass_g_mol": 244.221}

=====

{"formula": "C4H8Cl2N", "method": "ωB97M-V with the def2-TZVPD basis set", "species": ["C", "C", "C", "C", "N", "Cl", "Cl", "H", "H", "H", "H", "H", "H", "H", "H"], "coordinates": [[-1.508, -0.924, 0.196], [-2.534, -0.164, 0.087], [1.834, -0.739, -0.457], [0.817, -0.197, 0.407], [0.642, 1.188, 0.186], [-4.225, -0.507, -0.082], [-2.390, 1.631, 0.262], [-1.502, -1.991, -0.027], [2.104, 0.010, -1.145], [2.666, -1.136, -0.026], [1.330, -1.625, -1.019], [0.888, -0.476, 1.400], [-0.288, 1.688, 0.525], [0.658, 1.531, -0.797], [1.509, 1.711, 0.490]], "relative_energy_kj_mol": 339.17, "charge": 1, "molar_mass_g_mol": 141.021}

=====

{"formula": "C4H8Cl2N", "method": "ωB97M-V with the def2-TZVPD basis set", "species": ["C", "C", "N", "C", "C", "Cl", "Cl", "H", "H", "H", "H", "H", "H", "H", "H"], "coordinates": [[0.945, 1.221, -0.590], [0.287, -0.017, 0.045], [0.675, -1.309, -0.502], [-0.408, 0.167, 1.374], [-1.489, -0.039, 0.319], [-2.153, -1.587, -0.188], [-2.445, 1.423, -0.179], [0.407, 1.321, -1.577], [1.981, 1.208, -0.536], [0.757, 2.042, -0.053], [1.017, -1.945, 0.157], [1.281, -1.268, -1.273], [-0.244, -1.750, -0.772], [-0.305, -0.611, 2.123], [-0.305, 1.145, 1.653]], "relative_energy_kj_mol": 100.29, "smiles": "C[C@@]1([NH3+])CC1(Cl)Cl", "charge": 1, "molar_mass_g_mol": 141.021}

=====

{"formula": "C4H8Cl2O2", "method": "ωB97M-V with the def2-TZVPD basis set", "species": ["C", "C", "C", "C", "O", "O", "Cl", "Cl", "H", "H", "H", "H", "H", "H", "H", "H"], "coordinates": [[0.450, 0.335, 1.467], [1.534, 0.601, -0.864], [-1.849, 0.327, -1.013], [0.794, -0.193, 0.147], [0.037, -2.319, 0.618], [0.730, -1.460, -0.191], [-1.940, 1.583, 0.146], [-2.772, -1.110, -0.433], [-0.481, 0.992, 1.402], [0.387, -0.368, 2.322], [1.189, 1.163, 1.684], [1.766, 0.090, -1.765], [0.866, 1.433, -1.346], [2.529, 0.914, -0.400], [-2.275, 0.446, -2.015], [-0.965, -2.434, 0.242]], "relative_energy_kj_mol": 641.15, "molar_mass_g_mol": 159.012}

=====

{"formula": "C4H8Cl4F6Mg2N3O12S6", "method": "ωB97M-V with the def2-TZVPD basis set", "species": ["Mg", "Mg", "N", "S", "O", "O", "F", "S", "O", "O", "F", "N", "S", "O", "O", "F", "S", "O", "O", "F", "N", "S", "O", "O", "F", "S", "O", "O", "F", "Cl", "C", "C", "Cl", "H", "H", "H", "H", "Cl", "C", "C", "Cl", "H", "H", "H", "H"], "coordinates": [[-20.459, 7.004, 8.796], [-20.326, 4.439, 4.992], [-19.341, 4.578, 3.453], [-19.503, 5.665, 2.131], [-19.473, 5.164, 0.757], [-18.826, 6.897, 2.530], [-21.068, 6.072, 2.338], [-17.853, 4.238, 2.984], [-16.746, 5.211, 3.165], [-17.758, 3.317, 1.873], [-17.709, 3.118, 4.182], [-23.772, 6.305, 10.717], [-23.395, 5.316, 9.346], [-22.129, 5.778, 8.735], [-24.434, 4.745, 8.574], [-22.974, 4.038, 10.233], [-24.252, 7.506, 9.745], [-25.589, 7.403, 9.103], [-23.156, 8.210, 9.141], [-24.474, 8.571, 10.997], [-21.453, 5.857, 5.371], [-21.315, 7.569, 5.751], [-21.025, 7.716, 7.156], [-22.072, 8.631, 5.091], [-19.896, 7.834, 5.033], [-22.988, 6.014, 5.345], [-23.609, 6.091, 4.087], [-23.731, 6.537, 6.523], [-23.259, 4.431, 5.730], [-18.550, 8.441, 8.257], [-16.833, 8.893, 7.805], [-16.812, 10.196, 7.024], [-15.273, 11.031, 6.834], [-16.502, 8.070, 7.171], [-16.211, 8.872, 8.699], [-17.426, 10.995, 7.439], [-17.267, 10.057, 6.044], [-21.937, 2.719, 3.883], [-22.894, 3.070, 2.436], [-22.698, 2.036, 1.396], [-23.263, 0.437, 1.973], [-22.645, 4.082, 2.117], [-23.920, 3.059, 2.805], [-21.658, 1.881, 1.110], [-23.199, 2.473, 0.532]], "relative_energy_kj_mol": 764.67, "charge": 1, "molar_mass_g_mol": 786.929}

=====

{"formula": "C4H8Cl4GaO3", "method": "ωB97M-V with the def2-TZVPD basis set", "species": ["C", "C", "O", "O", "C", "Ga", "O", "H", "H", "H", "H", "H", "H", "H", "H", "C", "Cl", "Cl", "Cl", "Cl"], "coordinates": [[-0.769, 0.325, -0.192], [-0.830, -1.306, -0.266], [-0.477, -1.864, -1.458], [-1.268, -2.241, 0.773], [-1.288, -1.648, 2.115], [0.543, -1.032, 2.846], [1.963, -1.814, 1.857], [-1.101, 0.806, 0.819], [0.360, 0.652, -0.383], [-1.407, 0.875, -1.039], [-1.692, -2.498, 2.849], [-2.108, -0.782, 2.171], [0.602, 0.584, 2.639], [0.656, -1.364, 4.437], [2.292, -1.093, 1.219], [0.905, 2.480, -3.677], [0.522, 0.924, -2.900], [2.559, 2.973, -3.236], [0.790, 2.304, -5.447], [-0.251, 3.720, -3.128]], "e_tot_ev": -112884.23490, "charge": -1, "molar_mass_g_mol": 315.640}

=====

{"formula": "C4H8Cl4LiO17", "method": "ωB97M-V with the def2-TZVPD basis set", "species": ["Li", "Cl", "O", "O", "O", "O", "Cl", "O", "O", "O", "O", "Cl", "O", "O", "O", "O", "Cl", "O", "O", "O", "O", "C", "C", "C", "O", "C", "H", "H", "H", "H", "H", "H", "H", "H"], "coordinates": [[-14.678, -9.428, 2.114], [-12.840, -10.218, 0.384], [-12.286, -11.494, 0.157], [-12.956, -9.451, -0.817], [-14.088, -10.113, 1.058], [-11.945, -9.468, 1.188], [-17.310, -9.868, 1.602], [-17.425, -10.194, 0.208], [-17.656, -11.026, 2.325], [-15.946, -9.380, 1.916], [-18.314, -8.892, 1.888], [-15.167, -10.496, 4.422], [-14.250, -10.550, 5.496], [-14.591, -11.022, 3.218], [-16.402, -11.143, 4.714], [-15.422, -9.172, 4.163], [-14.755, -6.909, 2.676], [-14.390, -8.172, 2.234], [-15.479, -6.262, 1.647], [-15.569, -7.085, 3.867], [-13.576, -6.265, 3.184], [-17.002, -8.186, -1.608], [-16.877, -7.442, -0.302], [-15.383, -7.522, 0.173], [-14.806, -7.957, -1.044], [-15.663, -7.924, -2.208], [-17.736, -7.746, -2.284], [-17.198, -9.257, -1.557], [-17.508, -7.959, 0.422], [-17.225, -6.413, -0.386], [-15.244, -8.208, 1.008], [-15.066, -6.487, 0.301], [-15.480, -8.707, -2.944], [-15.607, -6.964, -2.722]], "e_tot_ev": -89336.41558, "charge": -3, "molar_mass_g_mol": 476.844}

=====

{"formula": "C4H8ClN", "method": "ωB97M-V with the def2-TZVPD basis set", "species": ["C", "C", "C", "C", "N", "Cl", "H", "H", "H", "H", "H", "H", "H", "H"], "coordinates": [[1.137, -1.722, -0.409], [0.817, -1.735, -1.700], [-1.134, -0.182, 0.589], [-0.317, 2.041, 1.438], [-0.926, 1.139, 0.447], [-1.918, -0.911, -0.749], [1.117, -2.619, 0.232], [1.359, -0.772, 0.160], [0.782, -0.865, -2.278], [0.477, -2.620, -2.192], [0.465, 1.506, 1.921], [0.123, 2.866, 0.882], [-1.135, 2.262, 2.123], [-0.847, 1.611, -0.465]], "relative_energy_kj_mol": 278.96, "molar_mass_g_mol": 105.568}

=====

{"formula": "C4H8ClN", "method": "ωB97M-V with the def2-TZVPD basis set", "species": ["C", "C", "C", "Cl", "C", "N", "H", "H", "H", "H", "H", "H", "H", "H"], "coordinates": [[-1.549, 1.630, -0.246], [-0.630, 0.937, 0.439], [-0.470, -0.587, 0.522], [-1.989, -1.449, 0.043], [0.685, -1.123, -0.261], [1.913, -0.428, 0.112], [-2.345, 1.175, -0.803], [-1.522, 2.719, -0.265], [0.189, 1.489, 0.989], [-0.251, -0.845, 1.571], [0.805, -2.195, -0.119], [0.465, -0.929, -1.352], [1.967, 0.493, -0.381], [2.732, -0.888, -0.250]], "relative_energy_kj_mol": 23.36, "smiles": "C=C[C@@H](Cl)CN", "molar_mass_g_mol": 105.568}

=====

{"formula": "C4H8ClN", "method": "ωB97M-V with the def2-TZVPD basis set", "species": ["C", "N", "C", "Cl", "H", "H", "H", "H", "C", "C", "H", "H", "H", "H"], "coordinates": [[1.573, -2.620, 0.111], [1.760, -1.376, -0.586], [1.340, -0.344, -0.022], [1.596, 1.244, -0.521], [0.624, -3.044, -0.332], [2.422, -3.300, -0.290], [1.539, -2.506, 1.189], [0.984, -0.488, 0.992], [-1.837, 1.494, -0.441], [-2.130, 2.627, 0.209], [-2.217, 0.627, 0.067], [-1.437, 1.318, -1.473], [-1.818, 3.622, -0.219], [-2.399, 2.746, 1.314]], "relative_energy_kj_mol": 176.04, "smiles": "C/N=C/Cl.C=C", "molar_mass_g_mol": 105.568}

=====

{"formula": "C4H8ClNO", "method": "ωB97M-V with the def2-TZVPD basis set", "species": ["C", "O", "C", "C", "Cl", "C", "N", "H", "H", "H", "H", "H", "H", "H", "H"], "coordinates": [[-2.947, -0.105, -0.007], [-1.666, -0.924, -0.009], [-0.442, -0.582, 0.064], [0.322, 0.500, 0.123], [-0.310, 2.166, -0.106], [1.831, 0.510, 0.252], [2.492, -0.834, -0.164], [-3.853, -0.868, -0.199], [-3.006, 0.421, -0.916], [-3.109, 0.561, 0.924], [0.266, -1.443, 0.396], [2.190, 0.658, 1.428], [2.324, 1.520, -0.241], [2.240, -1.053, -1.159], [3.668, -0.527, -0.385]], "relative_energy_kj_mol": 356.89, "smiles": "CO/C=C(\\Cl)CN", "molar_mass_g_mol": 121.567}

=====

{"formula": "C4H8ClNO", "method": "ωB97M-V with the def2-TZVPD basis set", "species": ["C", "C", "N", "H", "H", "H", "C", "C", "O", "H", "H", "H", "H", "Cl", "H"], "coordinates": [[-3.357, -1.168, 0.785], [-1.950, -1.223, 0.787], [-0.822, -1.306, 0.880], [-3.705, -1.466, -0.172], [-3.635, -0.179, 0.969], [-3.732, -1.781, 1.559], [1.956, -0.309, 1.187], [2.119, 0.127, -0.251], [1.671, 1.076, -0.836], [2.864, -0.697, 1.593], [0.952, -0.931, 1.047], [1.687, 0.530, 1.978], [2.660, -0.665, -0.699], [-0.852, 2.837, -1.040], [0.154, 2.016, -1.035]], "relative_energy_kj_mol": 131.35, "smiles": "CC#N.CC=O.Cl", "molar_mass_g_mol": 121.567}

=====

{"formula": "C4H8ClNO", "method": "ωB97M-V with the def2-TZVPD basis set", "species": ["C", "C", "C", "C", "Cl", "H", "H", "H", "H", "H", "H", "H", "N", "O", "H"], "coordinates": [[1.995, 0.033, 0.257], [0.743, 0.263, -0.219], [-0.027, -0.380, -1.345], [0.009, 1.532, 0.189], [-1.227, 1.272, 1.446], [2.368, 0.527, 1.175], [2.710, -0.802, 0.035], [-1.175, -0.299, -1.205], [0.077, 0.318, -2.161], [0.376, -1.263, -1.733], [-0.434, 1.845, -0.744], [0.689, 2.240, 0.699], [-2.336, -1.925, 1.054], [-1.401, -2.501, 1.524], [-2.367, -0.861, 1.026]], "relative_energy_kj_mol": 403.22, "smiles": "C=C(C)CCl.N=O", "molar_mass_g_mol": 121.567}

=====

{"formula": "C4H8ClOP", "method": "ωB97M-V with the def2-TZVPD basis set", "species": ["C", "C", "C", "C", "P", "O", "Cl", "H", "H", "H", "H", "H", "H", "H", "H"], "coordinates": [[-0.656, -2.505, 1.009], [-0.614, -1.183, 1.032], [-0.539, -0.124, 0.007], [0.826, 0.484, -0.095], [0.586, 1.937, -1.197], [-0.206, 3.100, -0.680], [2.430, 2.665, -1.432], [-0.931, -3.084, 0.210], [-0.859, -3.015, 1.923], [-0.757, -0.663, 1.986], [-0.807, -0.416, -1.068], [-1.349, 0.556, 0.303], [1.199, 0.931, 0.891], [1.672, -0.024, -0.529], [0.004, 1.340, -2.361]], "relative_energy_kj_mol": 124.39, "smiles": "C=CCC[P@@H](=O)Cl", "molar_mass_g_mol": 138.534}